[1]
Formula: C6H36N2O10
Source: the OMol25 dataset
Level of theory: wB97M-V/def2-TZVPD

HOMO-LUMO gap: 9.77 eV
HOMO energy: -0.35148 Ha

XYZ file:
```
54
C6H36N2O10 (wB97M-V/def2-TZVPD)
N 1.69 1.06 -1.19
C 0.41 0.67 -0.58
C -0.51 0.08 -1.63
C 0.04 -1.19 -2.34
C 0.55 -0.88 -3.74
C 0.59 -0.29 0.63
N 0.17 0.39 1.86
C 0.44 -0.42 3.06
H 2.25 1.49 -0.46
H 2.21 0.25 -1.53
H -0.02 1.61 -0.23
H -1.49 -0.14 -1.20
H -0.73 0.83 -2.40
H -0.76 -1.92 -2.42
H 0.83 -1.60 -1.72
H -0.23 -0.52 -4.40
H 0.94 -1.78 -4.21
H 1.37 -0.16 -3.75
H 0.07 -1.23 0.44
H 1.65 -0.60 0.68
H -0.83 0.57 1.80
H 0.12 0.12 3.97
H -0.06 -1.39 3.00
H 1.51 -0.58 3.16
H -1.00 3.56 0.95
H -0.19 2.71 1.96
O -0.45 3.62 1.76
H -2.41 -3.22 1.21
H -2.68 -4.63 0.60
O -2.10 -4.17 1.21
H 1.72 -4.56 -0.08
H 2.51 -5.27 -1.21
O 2.42 -4.43 -0.74
H 0.87 2.65 -2.06
H 1.05 3.91 -1.18
O 0.46 3.52 -1.88
H -2.35 3.80 -1.02
H -0.90 3.22 -1.16
O -1.75 3.18 -0.59
H -2.45 1.70 0.10
H -3.44 1.50 1.32
O -2.91 1.03 0.67
H 3.31 1.26 1.62
H 1.81 1.57 1.85
O 2.67 1.98 1.65
H 2.32 3.45 0.75
H 1.04 4.28 0.95
O 1.82 4.19 0.36
H -2.87 -0.73 0.87
H -3.99 -1.61 0.39
O -3.22 -1.66 0.96
H 0.46 -5.74 1.63
H -0.44 -4.56 1.13
O 0.49 -4.91 1.14
```

***

[2]
Formula: C5H5O4
Source: the OMol25 dataset
Level of theory: wB97M-V/def2-TZVPD

total charge: -1
HOMO-LUMO gap: 8.61 eV
HOMO energy: -0.16926 Ha

XYZ file:
```
14
C5H5O4 (wB97M-V/def2-TZVPD)
C 0.33 -1.29 -0.30
C -1.54 0.56 -0.40
C 1.36 -0.28 -0.75
C 0.94 0.66 0.40
C -0.40 -0.11 0.53
O -1.20 0.99 -1.50
O 0.20 -2.47 -0.44
O -2.63 0.57 0.18
O -0.96 -0.35 1.77
H 2.40 -0.60 -0.82
H 1.02 0.15 -1.69
H 1.55 0.55 1.29
H 0.84 1.71 0.14
H -1.91 -0.09 1.61
```

***

[3]
Formula: C12H7BeN2O5S
Source: the OMol25 dataset
Level of theory: wB97M-V/def2-TZVPD

total charge: +1
HOMO-LUMO gap (alpha / beta): 5.72 / 5.72 eV
HOMO energy (alpha / beta): -0.39299 / -0.39296 Ha

XYZ file:
```
28
C12H7BeN2O5S (wB97M-V/def2-TZVPD)
O 3.01 2.50 0.40
C 2.14 2.11 -0.24
Be 0.59 1.46 -1.07
O -1.34 3.25 0.31
C -0.59 2.67 -0.34
C -0.76 0.71 -2.16
O -1.61 0.29 -2.79
C 1.93 0.15 -2.17
O 1.61 -0.62 -3.02
C 1.07 2.51 -2.56
O 1.31 3.26 -3.40
H 2.94 0.20 -1.66
N 0.74 1.93 2.24
C 0.27 0.73 1.81
N 0.17 0.25 0.58
C -0.40 -1.03 0.54
C -0.77 -1.83 -0.56
C -1.50 -3.02 -0.33
C -1.82 -3.42 0.98
C -1.41 -2.62 2.07
C -0.71 -1.45 1.85
S -0.18 -0.34 3.12
H 0.78 2.01 3.25
H 0.82 2.78 1.66
H -0.49 -1.59 -1.59
H -1.81 -3.66 -1.17
H -2.38 -4.35 1.17
H -1.61 -2.88 3.10
```

***

[4]
Formula: C34H48CaN4OSSe4Si2
Source: the OMol25 dataset
Level of theory: wB97M-V/def2-TZVPD

total charge: -2
HOMO-LUMO gap: 3.84 eV
HOMO energy: -0.01188 Ha

XYZ file:
```
95
C34H48CaN4OSSe4Si2 (wB97M-V/def2-TZVPD)
Ca -0.07 -0.12 -0.10
C 2.58 -2.40 0.52
N 2.54 -0.98 0.20
C 3.11 -0.71 -1.12
C 2.38 -1.44 -2.21
C 3.04 -1.85 -3.36
C 2.32 -2.49 -4.36
C 0.97 -2.73 -4.16
C 0.40 -2.30 -2.98
N 1.07 -1.65 -2.03
C 3.24 -0.19 1.21
C 2.38 0.22 2.37
C 2.82 0.12 3.68
C 2.08 0.74 4.68
C 0.94 1.43 4.33
C 0.55 1.45 2.99
N 1.24 0.83 2.03
C 1.51 -2.84 1.49
C 1.79 -3.72 2.53
C 0.74 -4.20 3.29
C -0.55 -3.81 2.98
C -0.73 -2.91 1.94
N 0.27 -2.41 1.23
H 3.57 -2.70 0.90
H 2.40 -2.97 -0.39
H 4.18 -0.96 -1.17
H 3.05 0.38 -1.29
H 4.10 -1.65 -3.47
H 2.81 -2.80 -5.27
H 0.36 -3.21 -4.91
H -0.66 -2.45 -2.80
H 3.56 0.75 0.74
H 4.14 -0.71 1.57
H 3.75 -0.40 3.90
H 2.41 0.69 5.71
H 0.35 1.96 5.06
H -0.34 1.97 2.66
H 2.81 -4.01 2.72
H 0.93 -4.89 4.11
H -1.40 -4.19 3.53
H -1.72 -2.59 1.64
C -4.58 -0.91 -0.84
Si -2.72 -1.35 -1.18
C -2.89 -3.29 -1.08
C -2.71 -1.06 -3.10
C -3.57 -1.84 -3.89
C -3.61 -1.74 -5.28
C -2.77 -0.83 -5.91
C -1.93 -0.04 -5.15
C -1.86 -0.12 -3.75
Si -0.62 1.07 -2.79
C 0.81 1.22 -4.08
C -1.53 2.73 -3.10
H -5.23 -1.33 -1.61
H -4.73 0.18 -0.84
H -4.91 -1.30 0.13
H -3.67 -3.71 -1.73
H -3.16 -3.56 -0.04
H -1.95 -3.80 -1.30
H -4.23 -2.55 -3.41
H -4.28 -2.37 -5.85
H -2.79 -0.73 -6.99
H -1.29 0.68 -5.66
H 0.51 1.69 -5.02
H 1.25 0.24 -4.33
H 1.60 1.84 -3.65
H -1.81 2.84 -4.15
H -0.87 3.56 -2.82
H -2.42 2.82 -2.48
Se -1.31 3.27 0.67
Se 0.74 4.34 1.01
Se 1.96 3.86 -0.96
Se 4.04 2.98 -0.36
C -2.81 2.42 4.08
C -4.10 2.01 3.37
C -3.90 1.17 2.11
S -3.08 -0.44 2.26
O -1.61 -0.20 2.47
C -3.72 -0.97 3.87
C -5.17 -1.39 3.78
C -5.67 -2.00 5.09
H -3.03 3.04 4.95
H -2.19 2.98 3.38
H -2.23 1.55 4.41
H -4.63 2.91 3.06
H -4.78 1.49 4.06
H -3.24 1.69 1.41
H -4.84 0.96 1.60
H -3.55 -0.19 4.61
H -3.07 -1.81 4.13
H -5.29 -2.11 2.96
H -5.79 -0.53 3.52
H -5.10 -2.89 5.34
H -6.72 -2.30 5.01
H -5.58 -1.30 5.91
```

***

[5]
Formula: C7H3N3S
Source: the OMol25 dataset
Level of theory: wB97M-V/def2-TZVPD

HOMO-LUMO gap: 8.42 eV
HOMO energy: -0.34640 Ha

XYZ file:
```
14
C7H3N3S (wB97M-V/def2-TZVPD)
C 0.40 0.04 0.49
C -0.29 -1.19 0.56
C -0.41 1.18 0.17
C -1.47 -1.36 -0.10
C -2.17 -0.27 -0.68
C -1.63 0.95 -0.43
C -4.27 0.33 0.15
N -3.50 -0.49 -0.45
N -2.37 -2.32 0.35
N -3.60 -1.91 0.02
S -3.57 1.86 0.20
H 1.24 0.23 1.17
H 0.23 -2.04 1.04
H -0.20 2.16 0.60
```

***

Calculated energy relative to the best compared isomer or geometry (same formula, charge and spin) in order - 1.8; 0.0; 0.0; 11.2; 22.5 kcal/mol